Entry from the OMol25 dataset: 2 unconnected molecules or ions with the total composition C6H18BrNO2P in a non-equilibrium geometry (ωB97M-V/def2-TZVPD).

The calculation puts the total energy at -91422.9072 eV. For the frontier orbital gap, the calculation gives 7.4 eV. Its HOMO energy is -12.89 eV.

ORCA input file:
```
! RIJCOSX wB97M-V def2-TZVPD def2/J DEFGRID3
* xyz 1 1
O 0.79 0.11 5.05
P -0.20 -1.06 4.43
O -0.54 -0.72 2.86
N 0.62 -2.69 4.50
Br 2.29 -2.88 3.60
H 0.72 0.06 6.01
H -1.48 -0.94 2.78
H 0.78 -2.88 5.50
H -0.06 -3.38 4.18
C 0.32 0.64 -4.35
C 1.02 0.92 -3.02
C 0.69 -0.11 -1.94
C -0.78 -0.18 -1.53
C -1.38 1.13 -1.02
C -0.70 1.65 0.24
H -0.77 0.68 -4.25
H 0.61 1.39 -5.09
H 0.59 -0.34 -4.73
H 0.76 1.93 -2.67
H 2.10 0.92 -3.18
H 1.30 0.10 -1.06
H 1.00 -1.10 -2.29
H -0.89 -0.95 -0.75
H -1.38 -0.54 -2.38
H -2.44 0.97 -0.82
H -1.33 1.89 -1.80
H -0.78 0.92 1.05
H -1.19 2.57 0.58
H 0.35 1.87 0.08
*
```

Entry from the OMol25 dataset: a molecular structure, C6H18Cl3O6Zn in a non-equilibrium geometry (ωB97M-V/def2-TZVPD).

The calculation puts the total energy at -104787.8244 eV. For the frontier orbital gap, the calculation gives 6.6 eV. Its HOMO energy is -4.70 eV.

ORCA input file:
```
! RIJCOSX wB97M-V def2-TZVPD def2/J DEFGRID3
* xyz -1 1
Zn -1.08 1.28 -0.88
Cl -0.44 3.35 -2.38
Cl -2.91 0.50 -2.55
Cl -2.21 2.28 0.94
C -2.35 -1.50 0.24
C -2.34 -1.86 1.74
O -2.57 -0.66 2.50
O -1.18 -0.74 -0.10
H -3.24 -0.90 0.05
H -2.52 -2.35 -0.42
H -1.41 -2.34 2.03
H -3.08 -2.65 1.82
H -2.23 0.10 2.03
H -0.38 -1.27 0.00
C 0.68 -1.34 -2.37
C 1.66 -1.94 -1.28
O 1.01 -2.20 -0.04
O 0.41 0.06 -2.17
H -0.27 -1.87 -2.40
H 1.16 -1.32 -3.35
H 2.57 -1.38 -1.06
H 2.01 -2.88 -1.70
H 1.32 -3.06 0.25
H 1.12 0.46 -2.67
C 1.60 2.82 1.50
C 1.26 1.33 1.41
O 0.89 1.25 0.10
O 2.65 3.22 0.59
H 1.96 2.93 2.52
H 0.73 3.45 1.38
H 0.55 1.14 2.22
H 2.08 0.67 1.67
H 1.73 1.29 -0.36
H 2.85 4.15 0.75
*
```

Entry from the OMol25 dataset: a molecular structure, C6H18ClIN8O8S (ωB97M-V/def2-TZVPD).

The calculation puts the total energy at -66274.9852 eV. For the frontier orbital gap, the calculation gives 9.1 eV. Its HOMO energy is -9.38 eV.

ORCA input file:
```
! RIJCOSX wB97M-V def2-TZVPD def2/J DEFGRID3
* xyz 0 1
O -0.93 0.49 0.89
C -1.08 1.43 0.21
I 0.18 3.17 0.36
C -2.12 1.57 -0.89
O -3.20 0.70 -0.57
S -4.64 1.13 -1.21
O -5.44 -0.06 -1.08
O -5.13 2.10 0.05
Cl -5.15 3.73 -0.41
H -1.65 1.27 -1.83
H -2.43 2.62 -0.97
C 0.56 -3.20 0.39
O 1.12 -4.28 0.16
N -0.80 -3.08 0.31
N 1.23 -2.08 0.74
H -1.28 -2.22 0.51
H -1.33 -3.89 0.06
H 2.24 -2.13 0.88
H 0.75 -1.22 0.92
C 4.10 -3.34 2.17
O 3.98 -2.36 1.42
N 3.26 -4.40 2.10
N 5.10 -3.40 3.09
H 3.32 -5.20 2.70
H 2.52 -4.33 1.39
H 5.72 -2.60 3.13
H 5.25 -4.19 3.68
C -7.83 4.41 -3.44
O -7.70 4.47 -2.23
N -8.49 3.39 -4.06
N -7.32 5.36 -4.28
H -8.61 3.32 -5.05
H -8.88 2.67 -3.46
H -6.84 6.14 -3.86
H -7.42 5.33 -5.28
C 7.18 -0.39 2.09
O 6.70 -0.93 3.08
N 8.36 0.29 2.13
N 6.55 -0.44 0.89
H 8.77 0.75 1.33
H 8.84 0.34 3.02
H 5.67 -0.94 0.87
H 6.90 -0.01 0.06
*
```

Entry from the OMol25 dataset: a molecular structure, C6H18Cu2O11P2 in a non-equilibrium geometry (ωB97M-V/def2-TZVPD).

The calculation puts the total energy at -136885.8846 eV. For the frontier orbital gap, the calculation gives 2.5 eV. Its HOMO energy is 6.36 eV.

ORCA input file:
```
! RIJCOSX wB97M-V def2-TZVPD def2/J DEFGRID3
* xyz -4 1
Cu -3.80 0.05 1.54
Cu -0.89 -0.28 0.94
P -2.18 -2.86 1.62
O -0.95 -2.32 2.39
O -1.97 -4.04 0.75
O -2.67 -1.75 0.69
O -3.08 -3.09 2.86
P -2.22 2.30 1.20
O -1.06 1.66 1.97
O -3.29 2.20 2.39
O -2.40 1.13 0.14
O -1.89 3.70 0.67
C 2.80 1.86 -1.16
C 1.41 1.94 -0.69
O 1.45 1.94 0.65
H 2.94 1.67 -2.23
H 3.20 0.98 -0.66
H 3.44 2.73 -1.02
H 0.84 1.08 -1.05
H 1.06 2.93 -0.98
H 0.65 2.34 1.00
C 3.30 -2.46 2.19
C 2.35 -1.43 1.56
O 1.39 -2.04 0.75
H 3.81 -2.19 3.12
H 4.15 -2.55 1.52
H 3.05 -3.52 2.31
H 2.93 -0.66 1.05
H 1.61 -1.19 2.32
H 0.82 -2.56 1.33
C -1.11 0.97 -3.72
C -2.06 0.14 -2.85
O -1.47 -0.31 -1.71
H -0.85 1.94 -3.29
H -1.70 1.07 -4.63
H -0.19 0.48 -4.04
H -2.53 -0.70 -3.36
H -2.96 0.68 -2.53
H -1.93 0.17 -1.03
*
```